No. 1
Formula: C2N3O3
Source: the Open Molecules 2025 dataset
Level of theory: the ωB97M-V functional and the def2-TZVPD basis

Structure (XYZ):
```
8
Properties=species:S:1:pos:R:3:forces:R:3:lowdin_charge:R:1
C 0.63715 -1.12302 0.31485 0.5 -1.1 -0.2 -0.443
C -1.47242 0.33580 0.32312 0.8 -0.2 0.0 -0.758
N 1.17618 -2.14303 0.20155 0.3 -0.3 0.0 0.106
N 1.24817 1.29704 0.35008 -0.1 -2.3 0.1 0.073
N 0.10894 0.04489 0.41993 1.3 3.3 0.1 0.020
O -2.07244 -0.70697 0.37434 -0.6 -0.9 0.0 0.014
O -1.70588 1.51034 0.22515 -0.2 1.2 -0.1 0.001
O 2.36584 0.92230 0.34427 -2.1 0.3 0.0 -0.013
```
Forces are in eV/Å.

Values from the calculation:
Energy above the lowest of the compared OMol25 structures with the same formula, charge and spin, kcal per mole: 20.1
HOMO-LUMO gap (spin up / spin down), eV: 8.69 / 8.69
Electronic energy, Eh: -466.192815
Highest occupied orbital energy (spin up / spin down), eV: -5.51 / -5.51
Charge: -1
SMILES: N#CN(N=O)C(=O)[O-]


No. 2
Formula: C5H11NO
Source: the Open Molecules 2025 dataset
Level of theory: the ωB97M-V functional and the def2-TZVPD basis

Structure (XYZ):
```
18
Properties=species:S:1:pos:R:3:forces:R:3:lowdin_charge:R:1
O -0.16585 3.00404 -1.66410 1.7 -2.3 1.7 0.018
C 0.50109 2.12729 -1.09013 -0.9 0.8 -1.9 -0.186
C -0.11791 0.79963 -0.56879 0.0 -0.6 1.7 -0.419
C 0.92374 -0.24540 -0.04039 2.2 1.4 0.5 -0.196
C 0.39814 -1.45964 0.79611 -0.9 -0.6 -2.3 -0.287
C -0.67352 -0.98545 1.71314 0.1 1.5 0.8 -0.162
N -0.89279 0.01354 -1.49987 -0.1 0.9 -1.9 0.037
H 1.63280 2.19155 -1.02612 -0.9 0.3 0.1 0.129
H -0.77236 1.18400 0.26270 0.5 -0.6 -0.6 0.143
H 1.65077 0.40998 0.64184 -1.1 -1.6 -1.2 0.139
H 1.50997 -0.60167 -0.94784 -0.5 0.5 1.1 0.119
H -0.13827 -2.32995 0.18535 1.4 2.0 0.6 0.143
H 1.18514 -1.99076 1.34035 0.2 0.5 -0.1 0.095
H -0.74498 -1.78838 2.41410 -1.1 -0.3 0.8 0.061
H -0.40138 -0.04161 2.26748 0.0 -0.9 -0.3 0.092
H -1.58109 -0.71096 1.15636 0.0 -0.6 0.4 0.073
H -0.42214 0.16825 -2.43605 -1.5 -0.5 1.2 0.113
H -1.89138 0.25556 -1.50416 0.8 0.1 -0.5 0.089
```
Forces are in eV/Å.

Values from the calculation:
Energy above the lowest of the compared OMol25 structures with the same formula, charge and spin, kcal per mole: 50.8
HOMO-LUMO gap, eV: 10.04
Electronic energy, Eh: -327.050336
Highest occupied orbital energy, eV: -9.39
SMILES: CCC[C@H](N)C=O


No. 3
Formula: C2H4N2
Source: the Open Molecules 2025 dataset
Level of theory: the ωB97M-V functional and the def2-TZVPD basis

Structure (XYZ):
```
8
Properties=species:S:1:pos:R:3:forces:R:3:lowdin_charge:R:1
C -3.86085 0.08104 -0.23026 1.6 0.8 -0.9 -0.118
C 0.68853 -0.79338 -0.13537 0.3 -1.3 0.7 -0.315
N -4.93054 -0.00947 0.16021 -0.3 -0.2 0.2 0.037
N -0.25011 0.12489 0.21963 -0.6 1.2 -0.3 0.052
H -0.01571 -1.71814 -0.21632 1.6 0.5 0.4 0.108
H 1.19155 -0.70960 -1.14044 -0.3 0.3 0.8 0.079
H 1.46610 -0.80516 0.75173 -1.1 -0.7 -1.6 0.114
H -2.86512 0.31594 -0.66980 -1.2 -0.5 0.8 0.043
```
Forces are in eV/Å.

Values from the calculation:
Energy above the lowest of the compared OMol25 structures with the same formula, charge and spin, kcal per mole: 116.0
HOMO-LUMO gap (spin up / spin down), eV: 9.16 / 8.97
Electronic energy, Eh: -187.933536
Highest occupied orbital energy (spin up / spin down), eV: -9.98 / -9.85